Entry from the Open Molecules 2025 dataset: a molecular structure, C45H126NO19Zn (wB97M-V/def2-TZVPD).

CARTESIAN COORDINATES (ANGSTROEM)
Zn1 1.412 -3.500 1.387
C1 -2.141 -1.626 -0.341
C2 -1.037 -0.609 -0.636
C3 -1.690 0.783 -0.799
C4 -0.711 1.926 -0.747
C5 0.045 1.866 0.585
C6 0.841 0.546 0.695
N1 -0.061 -0.580 0.486
O1 0.542 -1.824 0.708
C7 1.354 0.540 2.145
C8 2.127 0.619 -0.146
C9 -0.394 -0.960 -2.000
H1 -2.822 -1.664 -1.194
H2 -2.680 -1.360 0.570
H3 -1.781 -2.647 -0.201
H4 -2.426 0.960 -0.009
H5 -2.244 0.744 -1.738
H6 -1.208 2.875 -0.957
H7 0.000 1.825 -1.575
H8 -0.610 2.041 1.441
H9 0.718 2.727 0.547
H10 1.891 -0.369 2.421
H11 0.497 0.578 2.827
H12 1.967 1.381 2.467
H13 1.926 0.643 -1.218
H14 2.704 -0.271 0.117
H15 2.717 1.502 0.100
H16 0.202 -1.870 -1.862
H17 0.364 -0.271 -2.373
H18 -1.084 -1.145 -2.825
C10 -0.750 5.685 0.615
C11 -1.000 6.721 1.719
O2 -1.998 7.647 1.310
H19 -1.654 5.120 0.391
H20 -0.026 4.979 1.032
H21 -0.328 6.155 -0.274
H22 -0.076 7.229 2.005
H23 -1.346 6.162 2.588
H24 -1.704 8.076 0.501
C12 2.327 -0.291 -4.353
C13 1.845 -1.691 -4.731
O3 2.733 -2.643 -4.134
H25 2.276 -0.218 -3.267
H26 1.773 0.493 -4.870
H27 3.365 -0.095 -4.630
H28 1.850 -1.837 -5.814
H29 0.858 -1.925 -4.327
H30 2.230 -3.429 -3.908
C14 6.221 -0.745 1.242
C15 6.688 -1.998 2.003
O4 5.845 -3.102 1.629
H31 6.839 0.117 1.491
H32 5.203 -0.458 1.518
H33 6.237 -0.930 0.168
H34 6.659 -1.850 3.083
H35 7.705 -2.227 1.679
H36 6.134 -3.843 2.172
C16 -5.587 -2.987 0.877
C17 -6.227 -2.417 -0.384
O5 -7.449 -1.824 0.063
H37 -5.202 -2.191 1.514
H38 -4.758 -3.651 0.617
H39 -6.278 -3.620 1.433
H40 -6.486 -3.238 -1.059
H41 -5.547 -1.742 -0.911
H42 -7.858 -1.454 -0.728
C18 -6.575 1.283 1.019
C19 -5.526 1.271 -0.076
O6 -6.201 1.322 -1.331
H43 -7.410 0.612 0.830
H44 -6.983 2.293 1.093
H45 -6.188 1.046 2.013
H46 -4.955 0.336 0.002
H47 -4.803 2.085 -0.097
H48 -6.734 0.532 -1.449
C20 5.061 0.732 -2.046
C21 4.608 2.142 -2.424
O7 5.674 2.865 -2.997
H49 5.836 0.810 -1.282
H50 5.397 0.180 -2.926
H51 4.244 0.084 -1.719
H52 4.138 2.663 -1.589
H53 3.866 2.008 -3.216
H54 6.057 3.468 -2.355
C22 -1.637 -3.728 -5.431
C23 -0.668 -3.660 -6.602
O8 -1.173 -4.485 -7.658
H55 -2.625 -3.383 -5.734
H56 -1.275 -3.122 -4.599
H57 -1.794 -4.736 -5.045
H58 0.380 -3.942 -6.447
H59 -0.574 -2.673 -7.071
H60 -0.604 -4.345 -8.419
C24 -2.855 1.053 3.243
C25 -3.086 -0.417 3.432
O9 -3.877 -0.531 4.619
H61 -2.639 1.352 2.217
H62 -2.050 1.413 3.887
H63 -3.760 1.591 3.528
H64 -2.199 -1.036 3.590
H65 -3.573 -0.826 2.539
H66 -4.076 -1.457 4.783
C26 -3.711 -4.476 -2.716
C27 -2.851 -5.354 -1.824
O10 -3.624 -6.405 -1.259
H67 -4.092 -4.958 -3.617
H68 -3.147 -3.644 -3.146
H69 -4.526 -4.070 -2.120
H70 -2.559 -4.742 -0.960
H71 -1.892 -5.696 -2.222
H72 -3.199 -7.251 -1.413
C28 -2.502 3.830 -3.816
C29 -1.047 4.239 -4.011
O11 -1.027 5.171 -5.083
H73 -3.129 4.618 -3.399
H74 -2.607 2.973 -3.144
H75 -2.929 3.507 -4.766
H76 -0.507 3.325 -4.271
H77 -0.689 4.638 -3.059
H78 -0.333 4.958 -5.710
C30 2.588 5.206 -1.068
C31 2.648 6.308 -2.082
O12 3.070 7.485 -1.425
H79 2.103 4.290 -1.416
H80 2.063 5.516 -0.166
H81 3.606 4.889 -0.825
H82 1.636 6.453 -2.481
H83 3.293 6.078 -2.936
H84 3.050 8.233 -2.028
C32 4.073 3.267 2.047
C33 5.402 2.948 1.399
O13 6.459 3.033 2.384
H85 4.088 4.237 2.545
H86 3.740 2.447 2.681
H87 3.283 3.396 1.300
H88 5.707 3.756 0.728
H89 5.384 1.997 0.872
H90 6.330 3.826 2.910
C34 -4.804 1.185 -4.433
C35 -3.988 0.067 -3.786
O14 -3.976 -1.075 -4.638
H91 -5.878 1.077 -4.291
H92 -4.604 1.312 -5.498
H93 -4.548 2.134 -3.960
H94 -4.411 -0.194 -2.817
H95 -2.936 0.364 -3.722
H96 -3.519 -0.807 -5.440
C36 4.052 -3.966 -1.383
C37 3.322 -2.803 -0.761
O15 3.236 -2.965 0.661
H97 4.136 -3.828 -2.465
H98 3.580 -4.928 -1.173
H99 5.112 -4.069 -1.138
H100 2.340 -2.702 -1.221
H101 3.907 -1.916 -1.014
H102 4.158 -2.971 0.990
C38 -0.140 -0.932 5.671
C39 -0.165 -2.349 6.289
O16 0.666 -3.198 5.453
H103 0.782 -0.383 5.857
H104 -0.957 -0.315 6.046
H105 -0.308 -1.097 4.606
H106 -1.169 -2.776 6.239
H107 0.219 -2.406 7.308
H108 0.979 -3.822 6.118
C40 -2.339 -4.949 2.072
C41 -1.480 -3.801 2.588
O17 -0.104 -4.203 2.624
H109 -1.989 -5.274 1.089
H110 -3.371 -4.624 1.947
H111 -2.299 -5.836 2.708
H112 -1.813 -3.522 3.591
H113 -1.578 -2.900 1.983
H114 -0.031 -5.005 3.155
C42 -0.172 3.724 4.561
C43 0.923 2.861 5.201
O18 0.910 2.963 6.604
H115 0.029 3.997 3.524
H116 -0.144 4.692 5.071
H117 -1.187 3.357 4.715
H118 1.945 3.088 4.893
H119 0.812 1.806 4.914
H120 0.006 2.861 6.918
C44 4.008 -3.022 4.723
C45 3.261 -2.057 3.797
O19 2.137 -2.733 3.236
H121 4.349 -3.940 4.243
H122 3.319 -3.404 5.478
H123 4.813 -2.486 5.225
H124 3.911 -1.769 2.972
H125 2.926 -1.172 4.340
H126 1.562 -2.953 4.002

Output
Net charge = +1
Highest occupied orbital energy = -9.055 eV
HOMO-LUMO gap = 0.1961 Eh



Entry from the Open Molecules 2025 dataset: 2 unconnected molecules or ions with the total composition C30H26N2O2 (wB97M-V/def2-TZVPD).

CARTESIAN COORDINATES (ANGSTROEM)
C1 7.057 -2.204 0.790
O1 5.900 -2.761 1.474
C2 4.723 -2.073 1.468
C3 3.563 -2.729 1.961
C4 2.319 -2.152 1.799
C5 2.175 -0.855 1.246
C6 0.855 -0.259 1.014
C7 -0.245 -1.081 0.701
C8 -1.581 -0.677 0.525
C9 -2.666 -1.615 0.791
C10 -3.973 -1.095 0.920
C11 -5.060 -1.953 1.043
C12 -4.851 -3.343 1.130
C13 -3.558 -3.871 0.997
C14 -2.462 -3.019 0.839
C15 0.716 1.188 1.145
C16 1.476 1.933 2.088
C17 1.300 3.291 2.230
C18 0.380 3.993 1.404
O2 0.250 5.328 1.621
C19 -0.664 6.070 0.779
C20 -0.330 3.289 0.403
C21 -0.171 1.920 0.342
C22 3.357 -0.167 0.878
C23 4.606 -0.763 0.941
H1 7.848 -2.931 0.980
H2 6.882 -2.120 -0.291
H3 7.349 -1.226 1.194
H4 3.679 -3.699 2.442
H5 1.427 -2.689 2.125
H6 -0.013 -2.144 0.573
H7 -1.859 0.344 0.733
H8 -4.112 -0.005 0.956
H9 -6.063 -1.525 1.114
H10 -5.707 -4.008 1.262
H11 -3.397 -4.951 1.044
H12 -1.454 -3.445 0.783
H13 2.191 1.416 2.731
H14 1.852 3.868 2.975
H15 -0.544 7.098 1.119
H16 -0.387 5.977 -0.283
H17 -1.702 5.730 0.924
H18 -0.998 3.800 -0.298
H19 -0.736 1.391 -0.409
H20 3.287 0.846 0.476
H21 5.489 -0.229 0.571
C24 -1.374 -0.057 -5.366
C25 -2.325 0.829 -4.841
C26 -2.557 0.793 -3.469
C27 -1.776 -0.098 -2.610
C28 -0.852 -0.986 -3.162
C29 -0.658 -0.956 -4.558
N1 -2.150 0.179 -1.309
C30 -3.113 1.143 -1.396
N2 -3.395 1.527 -2.672
H22 -1.177 -0.056 -6.442
H23 -2.877 1.545 -5.443
H24 -0.350 -1.668 -2.475
H25 0.052 -1.651 -5.002
H26 -3.598 1.563 -0.504

Output
Highest occupied orbital energy = -7.390 eV
HOMO-LUMO gap = 0.2261 Eh



Entry from the Open Molecules 2025 dataset: a molecular structure, C15H17N3OS4Tl (wB97M-V/def2-TZVPD).

CARTESIAN COORDINATES (ANGSTROEM)
Tl1 0.439 -0.543 1.109
S1 4.300 -3.014 -0.169
C1 2.921 -2.089 -0.046
S2 2.964 -0.345 0.023
S3 1.317 -2.792 -0.087
O1 0.935 2.231 -0.120
C2 0.387 3.528 -0.196
C3 -0.069 4.035 1.164
C4 -1.046 3.109 1.899
C5 -2.301 2.773 1.146
C6 -3.514 3.390 1.458
C7 -4.653 3.043 0.754
C8 -4.555 2.091 -0.248
C9 -3.311 1.527 -0.486
N1 -2.212 1.850 0.186
H1 1.860 2.248 0.149
H2 -0.456 3.457 -0.885
H3 1.099 4.241 -0.628
H4 -0.516 5.029 1.040
H5 0.811 4.163 1.802
H6 -1.329 3.597 2.835
H7 -0.540 2.174 2.149
H8 -3.554 4.123 2.254
H9 -5.606 3.500 0.992
H10 -5.415 1.786 -0.828
H11 -3.188 0.771 -1.255
N2 -5.867 -4.597 -1.888
C10 -5.547 -4.316 -0.608
S4 -6.520 -4.764 0.635
C11 -4.265 -3.547 -0.420
C12 -3.498 -3.101 -1.495
C13 -2.332 -2.394 -1.241
N3 -1.916 -2.100 -0.017
C14 -2.640 -2.531 1.008
C15 -3.813 -3.259 0.859
H12 -6.656 -5.207 -2.025
H13 -5.166 -4.585 -2.609
H14 -3.770 -3.265 -2.528
H15 -1.693 -2.063 -2.052
H16 -2.266 -2.279 1.995
H17 -4.369 -3.600 1.720

Output
Net charge = -1
Highest occupied orbital energy = -3.196 eV
HOMO-LUMO gap = 0.1672 Eh



Entry from the Open Molecules 2025 dataset: C25H46N2O7P2S in the gas phase (wB97M-V/def2-TZVPD).

CARTESIAN COORDINATES (ANGSTROEM)
H1 -1.249 -3.154 -1.984
N1 -2.222 -3.165 -2.297
C1 -3.006 -2.845 -1.350
C2 -2.549 -2.550 0.071
C3 -2.831 -1.088 0.670
P1 -4.543 -0.739 0.021
N2 -5.494 0.225 0.820
C4 -3.052 -1.366 2.199
C5 -3.429 -0.222 3.130
S1 -1.520 -2.072 2.880
O1 -1.263 -1.609 4.209
O2 -1.703 -3.499 2.859
O3 -0.322 -1.712 1.938
C6 -0.258 -0.696 0.898
C7 0.735 0.352 1.459
C8 0.586 0.716 2.945
C9 0.601 -1.421 -0.211
C10 1.521 -2.517 0.361
C11 2.490 -2.940 -0.759
C12 3.540 -1.881 -1.114
C13 4.918 -2.174 -0.494
C14 6.016 -1.310 -1.094
O4 6.735 -0.689 0.012
C15 7.456 0.391 -0.353
O5 8.006 0.526 -1.426
C16 7.584 1.532 0.616
C17 8.756 1.779 1.312
C18 -1.638 -0.116 0.332
C19 -1.441 0.044 -1.214
C20 -2.462 0.887 -2.005
C21 -1.811 1.803 -3.079
C22 -2.565 3.125 -3.293
O6 -1.648 4.233 -3.310
C23 -2.041 5.273 -2.542
O7 -1.722 6.415 -2.780
P2 -1.790 1.664 0.996
C24 -0.864 2.912 -0.001
C25 -3.450 2.408 1.177
H2 -4.055 -2.893 -1.632
H3 -3.090 -3.258 0.698
H4 -1.507 -2.842 0.141
H5 -5.161 -2.010 0.041
H6 -4.521 -0.369 -1.331
H7 -6.295 -0.267 1.189
H8 -3.791 -2.148 2.340
H9 -2.663 0.537 3.259
H10 -4.366 0.268 2.904
H11 -3.548 -0.652 4.124
H12 0.916 1.202 0.806
H13 1.694 -0.171 1.458
H14 1.128 -0.001 3.557
H15 -0.440 0.720 3.288
H16 1.016 1.695 3.147
H17 -0.014 -1.985 -0.901
H18 1.187 -0.653 -0.701
H19 2.076 -2.182 1.235
H20 0.926 -3.393 0.600
H21 2.958 -3.898 -0.543
H22 1.875 -3.094 -1.649
H23 3.680 -1.893 -2.197
H24 3.255 -0.868 -0.827
H25 4.855 -2.045 0.582
H26 5.137 -3.212 -0.737
H27 5.639 -0.527 -1.750
H28 6.742 -1.898 -1.649
H29 6.735 2.192 0.777
H30 9.451 2.560 1.021
H31 9.008 1.158 2.169
H32 -1.404 -0.915 -1.715
H33 -0.472 0.492 -1.415
H34 -3.078 0.201 -2.585
H35 -3.156 1.493 -1.425
H36 -0.749 1.962 -2.909
H37 -1.883 1.277 -4.030
H38 -3.022 3.103 -4.281
H39 -3.383 3.253 -2.584
H40 -2.670 5.049 -1.664
H41 -0.096 3.321 0.653
H42 -0.358 2.562 -0.896
H43 -1.493 3.755 -0.271
H44 -4.156 2.305 0.352
H45 -3.279 3.485 1.256
H46 -3.998 2.137 2.067

Output
Structure (SMILES) = [H]/N=C\C[C@@]1([PH2]=N)[C@H](C)S(=O)(=O)O[C@@](CC)(CCCCCCOC(=O)C=C)[C@]1(CCCCOC=O)P(C)C
Highest occupied orbital energy = -7.909 eV
HOMO-LUMO gap = 0.2713 Eh



Entry from the Open Molecules 2025 dataset: C4H3NO in the gas phase (wB97M-V/def2-TZVPD).

CARTESIAN COORDINATES (ANGSTROEM)
O1 -0.397 -1.316 1.464
C1 -0.202 -0.526 0.539
C2 0.930 -0.573 -0.395
C3 0.821 0.485 -1.131
N1 -0.295 1.340 -0.723
C4 -0.891 0.705 0.153
H1 1.652 -1.390 -0.329
H2 1.496 0.917 -1.878
H3 -1.857 1.078 0.567

Output
Structure (SMILES) = O=C1C=CN=C1
Highest occupied orbital energy = -10.235 eV
HOMO-LUMO gap = 0.3280 Eh



Entry from the Open Molecules 2025 dataset: a molecular structure, C15H29NO12P3SY (wB97M-V/def2-TZVPD).

CARTESIAN COORDINATES (ANGSTROEM)
Y1 -0.477 0.299 -0.097
O1 -0.497 -0.011 2.014
N1 -1.248 -0.958 2.645
C1 -1.518 -0.761 3.993
C2 -2.113 -1.742 4.727
C3 -2.459 -2.972 4.136
C4 -2.178 -3.137 2.756
C5 -1.576 -2.157 2.016
S1 -1.352 -2.269 0.277
H1 -1.213 0.202 4.369
H2 -2.315 -1.544 5.772
H3 -2.932 -3.759 4.705
H4 -2.462 -4.042 2.238
C6 2.933 0.206 -3.272
C7 2.665 -0.872 -2.222
O2 3.662 -1.892 -2.250
P1 1.039 -1.639 -2.485
O3 1.144 -2.088 -4.013
O4 0.909 -3.009 -1.736
O5 -0.081 -0.698 -2.201
P2 2.704 -0.058 -0.552
O6 1.959 -1.214 0.323
O7 4.076 0.232 -0.123
O8 1.618 1.000 -0.630
H5 2.977 -0.235 -4.271
H6 3.890 0.676 -3.045
H7 2.154 0.968 -3.259
H8 3.725 -2.218 -3.155
H9 0.406 -2.641 -4.298
H10 0.402 -2.926 -0.879
H11 2.424 -1.491 1.119
C8 -2.391 3.824 -4.027
C9 -1.402 2.809 -3.464
C10 -0.238 3.505 -2.769
C11 -0.892 1.884 -4.560
O9 -2.097 1.928 -2.556
P3 -2.615 2.328 -1.083
O10 -3.519 3.488 -1.042
O11 -1.382 2.323 -0.179
O12 -3.282 0.881 -0.781
C12 -4.469 0.696 0.059
C13 -4.705 -0.803 0.102
C14 -5.660 1.395 -0.583
C15 -4.174 1.240 1.451
H12 -1.896 4.454 -4.770
H13 -2.790 4.448 -3.229
H14 -3.223 3.305 -4.507
H15 0.312 4.104 -3.498
H16 0.447 2.779 -2.327
H17 -0.593 4.162 -1.975
H18 -0.339 2.452 -5.310
H19 -1.731 1.382 -5.044
H20 -0.241 1.123 -4.128
H21 -4.854 -1.189 -0.908
H22 -5.599 -1.008 0.693
H23 -3.861 -1.325 0.548
H24 -5.799 1.028 -1.602
H25 -5.514 2.472 -0.612
H26 -6.559 1.163 -0.009
H27 -3.313 0.730 1.889
H28 -5.033 1.070 2.103
H29 -3.975 2.312 1.411

Output
Net charge = -1
Highest occupied orbital energy (spin up / spin down) = -1.872 / -5.040 eV
2S+1 = 2
⟨S²⟩ = 0.768
HOMO-LUMO gap (spin up / spin down) = 0.1503 / 0.2667 Eh